Molecular formula: C12H11FN2O2
Method: DFT, ωB97M-V/def2-TZVPD

The value obtained for the total energy is -823.62599 hartree. The value obtained for the energy above the lowest of the compared OMol25 structures with the same formula, charge and spin is 0.00 kJ/mol. The calculation puts the HOMO energy at -9.86 eV. As for the HOMO-LUMO gap: 9.32 eV. The structure (SMILES) is CCc1ccc2c(c1)C(=O)N(F)C2=O.CC#N.

Last column: Löwdin charge in e.
Geometry (Å):
1 F 1.25964 -3.17886 2.51542  0.003
2 O 4.03784 -2.35365 1.40061  0.167
3 O 0.57607 -4.59606 -0.17775  0.167
4 N 2.00457 -3.57464 1.38254  0.044
5 N -2.46672 1.46299 -0.63820  0.152
6 C 1.34648 2.04165 -0.81585  -0.173
7 C 1.18667 0.53337 -0.59819  -0.196
8 C 0.15453 -0.17297 -1.17975  -0.025
9 C 0.94468 -2.15161 -0.18576  -0.097
10 C -3.27727 1.38958 0.17158  -0.211
11 C 1.07832 -3.59063 0.23638  -0.304
12 C -4.29993 1.29980 1.20247  -0.059
13 C 2.13808 -0.09315 0.18755  0.042
14 C 2.87336 -2.43032 1.11713  -0.308
15 C 2.00897 -1.44021 0.36869  -0.085
16 C 0.01297 -1.52622 -0.96458  0.015
17 C -0.03784 2.70713 -1.07640  -0.129
18 H 0.01755 3.79427 -0.98173  0.072
19 H 1.70194 2.46504 0.12963  0.108
20 H -3.99784 0.61857 1.99700  0.086
21 H -0.79463 -2.10089 -1.40577  0.131
22 H -0.57273 0.31218 -1.81207  0.093
23 H 2.05636 2.23860 -1.62425  0.115
24 H 2.95982 0.43953 0.65314  0.137
25 H -0.73898 2.31165 -0.32392  0.023
26 H -4.49015 2.27271 1.65387  0.085
27 H -0.44659 2.40637 -2.04197  0.060
28 H -5.24031 0.93476 0.79187  0.085

***

Molecular formula: C5H10O
Method: DFT, ωB97M-V/def2-TZVPD

The value obtained for the total energy is -271.67118 hartree. The value obtained for the energy above the lowest of the compared OMol25 structures with the same formula, charge and spin is 213.80 kJ/mol. The calculation puts the HOMO energy at -10.38 eV. As for the HOMO-LUMO gap: 11.32 eV. The structure (SMILES) is C1CC12CC2.O.

Last column: Löwdin charge in e.
Geometry (Å):
1 O 3.32025 0.50711 0.70130  -0.069
2 C 0.45139 0.78974 -0.24048  -0.094
3 C -0.69774 -0.11105 -0.06189  -0.477
4 C 0.51981 -0.41216 0.70154  -0.091
5 C -1.57304 -0.85109 -0.98459  -0.073
6 C -2.14756 -0.01759 0.15875  -0.068
7 H -2.63712 0.92257 -0.08273  0.103
8 H 2.37894 0.71322 0.69482  -0.029
9 H 3.42996 0.00534 -0.11404  0.038
10 H 0.40380 1.77153 0.22364  0.113
11 H 0.53110 -0.19722 1.76784  0.115
12 H -1.59648 -1.93505 -0.90311  0.103
13 H 1.08897 -1.29549 0.42392  0.112
14 H -1.66724 -0.46085 -1.99522  0.103
15 H -2.54868 -0.54841 1.01784  0.103
16 H 0.96912 0.77600 -1.19779  0.113

***

Molecular formula: C21H19N5O2S
Method: DFT, ωB97M-V/def2-TZVPD

The value obtained for the total energy is -1634.10624 hartree. The value obtained for the energy above the lowest of the compared OMol25 structures with the same formula, charge and spin is 192.98 kJ/mol. The calculation puts the HOMO energy at -7.80 eV. As for the HOMO-LUMO gap: 7.71 eV. The structure (SMILES) is CC(C)n1ncnc1-c1nc2c(s1)CCOc1cc(-c3ccc[nH]c3=O)ccc1-2.

Last column: Löwdin charge in e.
Geometry (Å):
1 S -3.13405 -0.92388 2.73631  1.116
2 O 1.51934 0.01328 3.30296  -0.035
3 O 3.91997 0.57368 -2.73317  0.016
4 N -4.55238 -1.26416 -1.02374  -0.045
5 N 5.89162 1.47652 -2.34483  0.110
6 N -5.51296 -0.35164 0.70433  0.125
7 N -5.84628 -1.13007 -1.38695  0.118
8 N -1.97976 -0.33126 0.54805  0.099
9 C -6.39297 -0.60761 -0.31681  -0.190
10 C -4.08957 -3.08593 -2.67779  -0.068
11 C 6.85214 2.04660 -1.53122  -0.085
12 C 4.63237 1.13325 -1.88580  -0.374
13 C -2.89069 -0.87684 -2.87073  -0.045
14 C -0.99012 -0.16191 1.53765  -0.206
15 C -3.14401 -0.68444 0.98824  -0.477
16 C 2.76059 0.70242 1.44767  0.067
17 C -3.52399 -1.89711 -1.87787  -0.336
18 C 0.58534 0.56278 -0.25764  -0.008
19 C 5.19536 2.10128 0.29424  -0.005
20 C 2.94184 1.07050 0.08298  -0.158
21 C -0.76221 -0.33585 4.09756  -0.174
22 C 6.51162 2.35803 -0.24502  -0.084
23 C 4.23385 1.47317 -0.46514  -0.076
24 C 1.79859 1.01505 -0.72260  -0.026
25 C 0.42142 0.62013 4.04120  -0.145
26 C -1.49244 -0.43710 2.79470  -0.475
27 C 0.38694 0.23789 1.11002  -0.053
28 C -4.40290 -0.81704 0.26142  -0.346
29 C 1.51762 0.32315 1.98765  -0.230
30 H -3.27306 -3.59591 -3.20531  0.082
31 H -2.05372 -1.31591 -3.44146  0.089
32 H -0.36346 -1.29924 4.39484  0.124
33 H -4.48721 -3.84258 -2.00758  0.072
34 H -2.72241 -2.26945 -1.22566  0.135
35 H 7.28716 2.72317 0.40946  0.093
36 H -0.22178 0.50618 -0.96157  0.095
37 H 1.86450 1.29196 -1.76724  0.110
38 H -4.87409 -2.81051 -3.38084  0.074
39 H 0.72642 0.81016 5.06733  0.124
40 H 5.02984 2.26151 1.35218  0.110
41 H -7.45027 -0.37052 -0.25636  0.106
42 H 7.88481 2.13671 -1.91370  0.127
43 H -2.53655 -0.04212 -2.30205  0.048
44 H -3.63138 -0.49875 -3.56313  0.074
45 H 3.61472 0.71367 2.09064  0.109
46 H -1.45099 0.02687 4.87435  0.119
47 H 6.05735 1.20992 -3.30459  0.156
48 H 0.14587 1.56192 3.54502  0.143

***

Molecular formula: C31H28BF7O2S
Method: DFT, ωB97M-V/def2-TZVPD

The value obtained for the total energy is -2470.51415 hartree. The value obtained for the energy above the lowest of the compared OMol25 structures with the same formula, charge and spin is 725.77 kJ/mol. The calculation puts the HOMO energy at -5.26 eV. As for the HOMO-LUMO gap: 2.92 eV.

Last column: Löwdin charge in e.
Geometry (Å):
1 S 0.61505 -1.40076 3.12527  1.087
2 F -3.09895 -5.31079 -2.26501  0.111
3 F -0.97017 -5.94033 -2.18237  0.109
4 F -3.89475 -1.60717 -2.33188  0.036
5 F -3.84869 2.55804 0.05499  0.028
6 F 3.30431 -3.93967 0.01977  0.039
7 F -2.50617 -7.08537 -1.08991  0.113
8 F 1.59137 -1.67132 -3.79715  0.042
9 O 0.33197 2.62093 -1.62536  0.132
10 O 2.36098 1.90723 -0.76115  0.158
11 C -1.38819 -0.13095 -0.15669  -0.175
12 C -1.93243 -0.90942 -1.17449  0.035
13 C -1.71388 -0.53410 2.51252  -0.094
14 C -3.24227 -0.63956 -1.58962  -0.214
15 C -1.21765 -2.81044 1.34913  -0.167
16 C -0.33301 -3.87159 1.22773  -0.023
17 C -1.13151 0.45645 3.28188  -0.135
18 C 1.08351 3.83138 -1.34264  -0.461
19 C -0.64886 -4.93172 0.38370  0.017
20 C -2.88877 -4.04208 0.12601  0.005
21 C -0.72917 -1.43040 1.81868  -0.508
22 C 1.09230 1.07400 4.39166  -0.102
23 C 2.55410 -2.93146 -0.54446  -0.231
24 C 0.98971 -0.92115 -1.61011  -0.016
25 C 1.86475 -2.05713 0.28877  -0.013
26 C -3.94160 0.49459 -1.17078  0.067
27 C 1.67573 -1.82826 -2.43018  -0.215
28 C -2.12244 -5.81453 -1.44376  -0.504
29 C 0.15704 4.84757 -0.72244  -0.003
30 C -1.88083 -4.90719 -0.26702  -0.131
31 C -3.22932 1.39729 -0.37744  -0.221
32 C 0.21651 0.19525 3.58746  -0.590
33 C -0.20049 -0.65155 0.67171  -0.226
34 C -2.54264 -2.97227 0.94851  -0.010
35 C 2.41893 -2.89604 -1.92956  0.067
36 C 2.24882 3.31037 -0.40557  -0.463
37 C 1.59383 4.31798 -2.70237  -0.009
38 C 1.94648 3.44296 1.08001  -0.014
39 C 0.84788 -1.27993 -0.25853  -0.155
40 C -1.94998 1.12312 0.09860  0.027
41 C 3.61675 3.89934 -0.62764  -0.010
42 B 1.29988 1.67192 -1.54213  -0.366
43 H 0.06189 -5.73953 0.20059  0.135
44 H 0.74237 4.53501 -3.36256  0.103
45 H 1.93500 4.51622 1.32160  0.097
46 H 4.33869 3.31531 -0.04208  0.104
47 H 3.61731 4.93732 -0.26821  0.104
48 H 0.50818 -0.01487 -2.06859  0.103
49 H 0.99559 2.98458 1.39098  0.089
50 H 0.32960 0.24139 1.02793  0.140
51 H 1.81299 1.60105 3.74322  0.071
52 H 1.65852 0.45663 5.10060  0.078
53 H 0.49117 1.81864 4.93720  0.089
54 H -2.77734 -0.57663 2.29173  0.110
55 H -1.37065 -1.73934 -1.60394  0.139
56 H 0.74672 5.73412 -0.45644  0.101
57 H 0.65128 -3.86983 1.69843  0.109
58 H -1.43761 1.86288 0.71447  0.127
59 H -3.90429 -4.15264 -0.24821  0.131
60 H 2.09199 -1.99082 1.35325  0.066
61 H 2.19605 3.54687 -3.20767  0.101
62 H 3.90389 3.85365 -1.68626  0.093
63 H -1.61725 1.38163 3.60427  0.124
64 H 2.18943 5.22860 -2.58641  0.096
65 H -3.30151 -2.22699 1.17076  0.117
66 H 2.91437 -3.61719 -2.57168  0.132
67 H -4.97153 0.67648 -1.47320  0.131
68 H 2.75786 2.97888 1.65792  0.097
69 H -0.34239 4.47117 0.18175  0.091
70 H -0.61842 5.15417 -1.43758  0.102

***

Molecular formula: C30H55BN6O3PTeW
Method: DFT, ωB97M-V/def2-TZVPD

The value obtained for the total energy is -2431.56942 hartree. The value obtained for the energy above the lowest of the compared OMol25 structures with the same formula, charge and spin is 306.23 kJ/mol. The calculation puts the HOMO energy (alpha / beta) at -10.02 / -10.11 eV. As for the net charge: +1. As for the HOMO-LUMO gap (alpha / beta): 6.56 / 6.71 eV.

Last column: Löwdin charge in e.
Geometry (Å):
1 W 1.36710 -0.40708 0.70745  0.966
2 Te 4.01909 -0.04706 0.95605  1.041
3 P 1.25725 0.03305 2.98446  0.822
4 O -0.16012 0.43400 3.68930  -0.339
5 O 1.80521 -0.95311 4.09780  -0.373
6 O 3.54986 0.80772 2.83027  -0.843
7 N 0.06209 -0.39058 -1.96366  0.063
8 N 0.52304 1.45357 0.14426  -0.060
9 N -0.63656 -1.21952 0.75820  -0.069
10 N -0.70494 1.48205 -0.44535  0.072
11 N 1.11336 -0.98039 -1.31405  -0.070
12 N -1.58666 -0.89314 -0.15592  0.075
13 C -0.31777 -2.90655 2.59155  -0.361
14 C -2.20596 4.25226 -2.12069  -0.037
15 C -1.15926 2.75767 -0.43866  -0.160
16 C -1.63785 -1.27819 -4.78039  -0.034
17 C -3.66621 2.52263 -1.02615  -0.062
18 C -1.09293 -4.08399 3.18382  -0.055
19 C 1.99217 -0.57989 5.46748  -0.076
20 C 0.20870 -0.55873 -3.29432  -0.175
21 C 0.99825 -3.39770 1.97803  -0.058
22 C -1.11678 -2.19611 1.54129  -0.238
23 C -2.68741 -1.65426 0.05419  -0.142
24 C 4.35642 -1.38223 -2.33765  -0.072
25 C 3.17748 -2.32722 -2.07410  -0.355
26 C -4.16958 -3.28304 -1.08175  -0.049
27 C -2.44385 3.41114 -0.86086  -0.341
28 C 4.57154 1.25753 3.67977  -0.232
29 C -2.41792 -2.46640 1.14960  0.038
30 C -0.64043 -0.15556 -4.46211  -0.342
31 C 3.27741 -3.09965 -0.75989  -0.097
32 C -0.17641 3.54876 0.14164  0.040
33 C -1.31657 1.21045 -4.38428  -0.058
34 C -1.13108 1.25324 3.07369  -0.113
35 C 0.86287 2.70256 0.49309  -0.257
36 C -4.37406 -0.92707 -1.80247  -0.054
37 C 2.13902 3.11776 1.14830  -0.401
38 C 2.93044 4.04336 0.21752  -0.042
39 C 1.37012 -1.28363 -3.49614  0.042
40 C 1.90077 -1.54809 -2.24064  -0.239
41 C 1.84423 3.79227 2.49165  -0.043
42 C -4.01921 -1.81960 -0.62819  -0.334
43 B -1.16539 0.18241 -1.18760  -0.471
44 H -1.42428 0.86245 2.09489  0.067
45 H 5.34772 1.77137 3.11330  0.071
46 H 1.03291 -0.58220 5.98479  0.092
47 H 2.81546 -2.52687 0.05119  -0.049
48 H 2.76172 -4.05581 -0.82596  0.086
49 H 0.06600 -0.11226 -5.29958  0.140
50 H -2.67019 4.11337 -0.04827  0.144
51 H 1.68810 -2.54172 1.83460  0.008
52 H -0.52559 -4.54151 3.98895  0.086
53 H 1.78928 -1.56768 -4.43872  0.128
54 H 2.74216 2.23103 1.34225  0.002
55 H 2.77803 4.08696 2.96362  0.085
56 H -3.42780 -3.52368 -1.84134  0.091
57 H -3.64969 2.02017 -1.98651  0.059
58 H -1.55082 1.54115 -5.39282  0.089
59 H 3.90181 4.25820 0.65595  0.084
60 H -1.99804 1.24665 3.73448  0.101
61 H 5.02544 0.43272 4.23458  0.082
62 H -3.09425 -3.15429 1.60904  0.116
63 H 4.11726 1.96502 4.37769  0.083
64 H 1.49019 -4.10450 2.64058  0.099
65 H -3.72524 1.79112 -0.22444  0.081
66 H -1.98372 3.61948 -2.97409  0.065
67 H -1.27734 -4.84816 2.43174  0.092
68 H -4.06402 -3.98344 -0.25909  0.071
69 H 1.33631 3.09024 3.15673  0.059
70 H -2.24298 -0.99520 -5.63830  0.089
71 H 2.40243 4.98364 0.06647  0.083
72 H 0.81325 -3.89708 1.02494  0.096
73 H -0.76314 2.27391 2.96069  0.077
74 H -1.11068 -2.20195 -5.01326  0.086
75 H 2.65442 -1.32768 5.90252  0.100
76 H 3.09184 3.57094 -0.75184  0.086
77 H -0.65421 1.94042 -3.92531  0.083
78 H -4.56643 3.13211 -0.99511  0.092
79 H -5.16073 -3.42254 -1.50763  0.085
80 H 2.44520 0.40899 5.54009  0.082
81 H -3.09835 4.82986 -2.34454  0.089
82 H -2.29350 -1.47059 -3.93449  0.055
83 H 4.29172 -1.01083 -3.35774  0.085
84 H 5.30190 -1.90543 -2.22585  0.087
85 H 1.22018 4.67695 2.37444  0.085
86 H -0.22037 4.60766 0.28987  0.129
87 H 4.31792 -3.28375 -0.50096  0.085
88 H -5.37219 -1.19124 -2.14274  0.092
89 H -2.24307 1.16827 -3.82347  0.056
90 H -2.04259 -3.75696 3.59529  0.082
91 H -2.03196 0.41224 -1.92786  0.092
92 H -4.76287 -1.63929 0.15920  0.150
93 H -0.08217 -2.20475 3.39552  0.106
94 H -3.68301 -1.07795 -2.62414  0.055
95 H -1.37704 4.93931 -1.97419  0.081
96 H -4.38352 0.11474 -1.51858  0.044
97 H 3.19357 -3.06008 -2.88933  0.142
98 H 4.35550 -0.52514 -1.66174  -0.013

***

Molecular formula: CClFOS
Method: DFT, ωB97M-V/def2-TZVPD

The value obtained for the total energy is -1071.39526 hartree. The value obtained for the energy above the lowest of the compared OMol25 structures with the same formula, charge and spin is 472.95 kJ/mol. The calculation puts the HOMO energy (alpha / beta) at -10.35 / -10.35 eV. As for the HOMO-LUMO gap (alpha / beta): 8.09 / 8.09 eV.

Last column: Löwdin charge in e.
Geometry (Å):
1 Cl 0.30774 -1.63456 1.16141  0.834
2 S -0.16412 1.12496 -0.45225  0.982
3 F 0.84185 -1.05123 -1.49687  -0.475
4 O -1.00280 1.85461 0.49085  -0.540
5 C 0.01733 -0.29379 0.29686  -0.801

***

Molecular formula: C6H15NO3S
Method: DFT, ωB97M-V/def2-TZVPD

The value obtained for the total energy is -916.19345 hartree. The value obtained for the energy above the lowest of the compared OMol25 structures with the same formula, charge and spin is 215.12 kJ/mol. The calculation puts the HOMO energy at -9.62 eV. As for the HOMO-LUMO gap: 10.05 eV. The structure (SMILES) is CC(C)[C@@H](C)[C@H](N)S(=O)(=O)O.

Last column: Löwdin charge in e.
Geometry (Å):
1 S 0.64440 -2.49235 -0.42959  0.708
2 O 1.91811 -3.14650 -0.21878  -0.331
3 O 0.66946 -2.25603 -2.06669  -0.226
4 O -0.57762 -3.09023 0.14478  -0.303
5 N 2.07065 -0.40614 -0.92307  0.031
6 C -0.67806 0.32740 -1.47602  -0.075
7 C 0.00197 1.11025 2.32460  -0.066
8 C 1.12433 -0.72412 0.05181  -0.314
9 C -0.40117 -0.00044 -0.02662  -0.249
10 C -1.70256 2.03905 0.63706  -0.106
11 C -0.42421 1.34666 0.87184  -0.422
12 H 0.77559 -3.17448 -2.43719  0.120
13 H -1.79192 2.38000 -0.32480  0.034
14 H 0.87321 1.80084 2.50768  0.099
15 H -2.63841 1.53243 1.03009  0.113
16 H -1.22815 -0.59640 0.34151  0.124
17 H 1.56777 -0.08421 -1.75082  0.070
18 H -1.75722 3.00825 1.28395  0.116
19 H -0.04459 1.12325 -1.75617  0.084
20 H 0.07147 0.04382 2.52104  0.067
21 H 1.38196 -0.88160 1.05411  0.094
22 H -0.37440 -0.49394 -2.00369  0.022
23 H 2.61604 -1.28313 -1.17328  0.112
24 H -1.68966 0.54770 -1.62593  0.079
25 H -0.81360 1.44470 3.02218  0.084
26 H 0.40660 1.92522 0.42200  0.134